Molecular formula: C4H10N2O2
Method: DFT, the ωB97M-V functional and the def2-TZVPD basis

```
18
Properties=species:S:1:pos:R:3:forces:R:3
C 0.9274 0.6913 1.8819 -0.12 -0.51 -2.42
O 0.2674 0.2329 2.9096 -0.13 -0.19 0.78
C 0.0782 0.6890 0.4588 0.80 1.45 1.08
C 0.1800 -0.5115 -0.3036 0.18 0.25 0.10
C 0.1139 -0.3696 -1.7775 -0.46 -0.63 -1.63
N 0.2092 -1.5297 -2.5109 0.93 0.08 1.03
O -0.0815 0.7169 -2.2690 0.18 0.36 0.35
N -1.3235 0.9218 0.8515 -0.14 -1.14 -1.78
H 1.1457 1.7492 1.9763 0.13 0.68 0.51
H 1.8861 0.2096 1.6695 0.26 -0.12 0.44
H -1.4020 0.9224 1.8371 -0.23 -0.36 1.44
H 0.4135 1.5394 -0.1321 -0.01 -0.03 -0.15
H 0.4780 -1.4717 0.0926 -0.66 -0.31 0.58
H -0.2403 -3.1104 2.0425 -0.03 0.00 0.11
H 0.5508 -2.3352 -2.0041 -0.15 -0.16 -0.12
H 0.6537 -1.4469 -3.4170 -0.47 0.16 -0.24
H -1.9750 0.2398 0.4583 -0.14 0.46 0.04
H -0.3767 -2.9149 2.7492 0.03 0.01 -0.13
```
Forces are in eV/Å.

The HOMO energy (alpha / beta) comes out at -15.2041 / -14.9864 eV. The calculation puts the total energy at -11372.145 eV. The lowest unoccupied orbital energy (alpha / beta) comes out at -8.1 / -8.4 eV. Its relative energy (zero: lowest compared OMol25 entry of this formula, charge and spin) is 5.966 eV. As for the spin multiplicity: 2. Its total charge is +1.